Entry 1:
{"formula": "C19H35F3N3NbO5P", "method": "ωB97M-V with the def2-TZVPD basis set", "species": ["C", "C", "C", "C", "C", "Nb", "N", "C", "C", "O", "C", "C", "O", "C", "P", "O", "O", "O", "C", "F", "F", "F", "H", "H", "H", "H", "H", "H", "H", "H", "H", "H", "H", "H", "H", "H", "H", "H", "H", "H", "H", "H", "H", "C", "C", "C", "C", "N", "H", "H", "H", "H", "H", "H", "H", "C", "C", "C", "C", "N", "H", "H", "H", "H", "H", "H", "H"], "xyz": [[3.209661, 0.116460, 0.307385], [2.394429, -0.730477, 0.505058], [1.427884, -1.764986, 0.860140], [0.260598, -1.816091, -0.149354], [-0.890155, -0.873005, 0.264453], [-1.937125, 0.153647, -1.435266], [-0.127258, 0.526760, -2.325919], [-1.770786, 2.128584, -0.258536], [-0.487265, 2.877816, -0.459904], [-0.461842, 4.202826, 0.177363], [-0.836082, 4.205622, 1.470145], [-0.069952, 3.322174, 2.425760], [-1.706164, 4.941646, 1.863293], [-4.021444, -0.037449, -0.537394], [-4.321260, -1.238354, 0.706934], [-3.867735, -2.607504, 0.436437], [-5.924959, -1.221196, 1.049777], [-3.735102, -0.670721, 2.088437], [-2.962945, 1.438139, -3.129533], [-3.171827, 0.762499, -4.320088], [-4.195761, 1.990282, -2.807175], [-2.200838, 2.534987, -3.502208], [3.972887, 0.835697, 0.150339], [1.065606, -1.604629, 1.871373], [1.956249, -2.719242, 0.814761], [-0.095919, -2.845095, -0.169853], [0.643656, -1.609187, -1.145298], [-0.424478, -0.083977, 0.867964], [-1.506813, -1.453251, 0.950726], [-2.192151, -1.403830, -2.406772], [0.051038, -0.131904, -3.082423], [0.680450, 0.567389, -1.713032], [-1.839691, 1.784007, 0.781016], [-2.638386, 2.771288, -0.413275], [0.366007, 2.293222, -0.110598], [-0.337713, 3.095554, -1.510827], [0.534459, 3.971216, 3.051957], [0.584745, 2.641162, 1.892105], [-0.787957, 2.766175, 3.017668], [-4.334993, 0.945124, -0.181805], [-4.690193, -0.262335, -1.374058], [-6.373710, -1.255452, 0.197559], [-4.405183, -0.181101, 2.577440], [6.305685, 1.528796, 3.515803], [6.150303, 3.042129, 3.619131], [4.685639, 3.481803, 3.721610], [3.929387, 3.066982, 2.540854], [3.348064, 2.741637, 1.610998], [5.829974, 1.139571, 2.614922], [7.360022, 1.254651, 3.474927], [5.860030, 1.028460, 4.377322], [6.610444, 3.515047, 2.749709], [6.685044, 3.403217, 4.499820], [4.615656, 4.566176, 3.809663], [4.217154, 3.042675, 4.603756], [-1.696773, -4.750035, -2.068381], [-1.372290, -5.461486, -3.375892], [0.033370, -5.135016, -3.892740], [0.184938, -3.703790, -4.161941], [0.303880, -2.588338, -4.386876], [-1.677586, -3.668470, -2.195841], [-2.691092, -5.019271, -1.715194], [-0.979253, -5.015720, -1.288413], [-2.107370, -5.184836, -4.134165], [-1.449007, -6.542518, -3.234477], [0.235845, -5.673808, -4.819410], [0.785976, -5.430323, -3.159990]], "forces_ev_per_a": [[0.7, 0.4, -0.3], [-0.5, -0.4, 0.7], [0.2, -0.2, -0.9], [-0.3, -0.1, 0.4], [0.3, -0.2, -0.1], [2.5, 0.3, 0.1], [-1.3, -1.1, 0.8], [-0.5, -0.1, 0.0], [0.0, -0.1, -0.3], [-0.3, -0.2, 0.1], [-0.2, 0.3, 0.1], [0.0, -0.2, -0.6], [0.2, 0.1, 0.0], [-0.3, -0.1, 0.2], [0.0, -0.3, -0.3], [0.2, -0.2, -0.1], [0.2, 0.3, 0.0], [-0.2, 0.1, 0.2], [-0.1, 0.4, -0.1], [-0.1, 0.3, 0.3], [0.2, -0.2, -0.3], [-0.4, -0.3, 0.1], [-0.1, 0.1, -0.1], [-0.1, 0.0, 0.1], [0.1, -0.1, 0.2], [-0.2, -0.1, -0.1], [0.1, 0.0, -0.1], [-0.1, 0.2, 0.0], [-0.3, 0.2, 0.1], [-0.4, 0.2, -0.2], [0.2, 0.2, -0.2], [0.2, 0.2, -0.2], [-0.1, -0.1, 0.1], [0.0, 0.2, -0.2], [0.1, 0.0, 0.0], [0.1, 0.2, -0.1], [0.0, 0.0, 0.2], [0.1, -0.1, 0.1], [0.0, 0.0, 0.2], [0.1, 0.1, 0.1], [0.1, -0.2, -0.2], [-0.2, 0.0, 0.1], [0.1, 0.1, 0.0], [0.0, 0.0, 0.0], [0.1, -0.2, 0.0], [0.2, 0.0, -0.1], [0.1, 0.2, 0.4], [-0.2, 0.1, -0.3], [-0.1, 0.0, 0.0], [0.0, 0.0, 0.0], [0.0, 0.0, 0.0], [0.0, 0.1, 0.0], [-0.1, 0.1, 0.0], [-0.1, 0.0, 0.0], [0.0, 0.0, 0.0], [0.0, 0.0, -0.1], [-0.1, 0.0, 0.2], [-0.2, 0.0, 0.0], [0.1, -0.4, 0.0], [0.1, 0.5, -0.1], [0.0, 0.1, 0.1], [0.0, 0.0, 0.0], [0.0, 0.0, 0.0], [0.0, 0.0, 0.0], [0.1, 0.0, -0.1], [0.1, 0.0, 0.0], [0.0, 0.0, 0.0]], "total_charge": -1, "homo_ha": -0.19167, "e_tot_ev": -53968.728, "multiplicity": 1, "e_lumo_ev": 2.2}

Entry 2:
{"formula": "C19H35F3N3O9", "method": "ωB97M-V with the def2-TZVPD basis set", "species": ["N", "C", "N", "C", "C", "C", "C", "C", "F", "C", "F", "F", "N", "H", "H", "H", "H", "H", "H", "H", "H", "H", "H", "H", "C", "C", "O", "C", "O", "O", "C", "H", "H", "H", "H", "H", "H", "H", "H", "C", "C", "O", "C", "O", "O", "C", "H", "H", "H", "H", "H", "H", "H", "H", "C", "C", "O", "C", "O", "O", "C", "H", "H", "H", "H", "H", "H", "H", "H"], "xyz": [[1.838502, -1.712976, -1.554448], [1.824602, -2.530193, -2.590172], [1.928647, -2.294607, -4.009956], [1.048392, -3.385556, -4.584262], [0.818955, -4.502060, -3.470559], [-0.608776, -4.635278, -2.746020], [-1.723224, -3.629152, -3.330171], [-1.511577, -2.167695, -2.771614], [-1.154860, -2.017943, -1.385002], [-1.650719, -0.969059, -3.542274], [-0.792172, 0.113494, -3.192492], [-2.559808, -0.813191, -4.578486], [1.726376, -3.969074, -2.379335], [1.698846, -0.698241, -1.574649], [1.994552, -2.136382, -0.622537], [1.733999, -1.347788, -4.358863], [0.169134, -2.951456, -5.151917], [1.649173, -3.898975, -5.404576], [1.252516, -5.529872, -3.690600], [-0.491060, -4.380046, -1.636626], [-1.020296, -5.689959, -2.801438], [-1.694337, -3.714607, -4.460856], [-2.753635, -4.018916, -3.009325], [2.613607, -4.501587, -2.382020], [8.474256, -1.700805, 1.537482], [7.362694, -2.200277, 0.634535], [6.118787, -1.553305, 0.939129], [5.990865, -0.299542, 0.480281], [6.809550, 0.310000, -0.158744], [4.796822, 0.170974, 0.880082], [4.572234, 1.539362, 0.541659], [8.191278, -1.804284, 2.587899], [9.395519, -2.260281, 1.361454], [8.679215, -0.643041, 1.366399], [7.209638, -3.267749, 0.805996], [7.613782, -2.075348, -0.422410], [4.721686, 1.716114, -0.525452], [5.225672, 2.184086, 1.131998], [3.536574, 1.777725, 0.787537], [-0.978892, 0.869692, -0.025915], [0.056937, 0.375762, 0.964688], [0.214329, 1.296134, 2.045648], [-0.756869, 1.267206, 2.974118], [-1.718123, 0.540153, 2.970820], [-0.484479, 2.205657, 3.889510], [-1.496498, 2.351112, 4.886340], [-0.732133, 1.880538, -0.360829], [-1.028495, 0.210474, -0.892320], [-1.971384, 0.917457, 0.424236], [1.029066, 0.307308, 0.467278], [-0.185810, -0.623276, 1.339101], [-1.724786, 1.396336, 5.363205], [-2.395612, 2.784656, 4.443655], [-1.119631, 3.034759, 5.646916], [-4.783880, 2.060616, 1.637964], [-6.282803, 2.274184, 1.544012], [-6.708725, 3.328734, 2.413485], [-6.456690, 4.572992, 1.979574], [-5.921952, 4.867620, 0.939356], [-6.880224, 5.434196, 2.916364], [-6.580853, 6.798045, 2.623644], [-4.482784, 1.898608, 2.675950], [-4.478006, 1.197765, 1.041452], [-4.235531, 2.934353, 1.281032], [-6.798371, 1.369921, 1.873418], [-6.599455, 2.470055, 0.515907], [-6.949878, 7.083050, 1.636841], [-5.504341, 6.966751, 2.695000], [-7.079536, 7.416632, 3.369903]], "forces_ev_per_a": [[0.4, -0.7, -0.3], [1.1, -1.5, -2.0], [-2.4, -0.5, 3.8], [0.7, -1.4, -2.7], [0.1, 0.7, 1.7], [-0.8, 0.7, -0.1], [-0.6, -0.5, 1.0], [-0.7, 2.1, -1.6], [0.0, -0.5, -3.2], [0.8, -2.0, 2.1], [-2.8, -1.8, -1.2], [3.1, -0.1, 2.2], [0.4, 1.3, -0.2], [0.3, -0.6, -0.4], [-0.4, 0.3, -0.8], [0.1, -0.4, 0.3], [0.8, -0.5, 1.2], [-0.6, 0.8, 0.9], [-0.8, 1.5, -0.3], [0.1, -0.5, -1.6], [0.6, 1.3, -0.1], [-0.2, 0.7, 1.4], [1.5, 0.6, -0.4], [-0.4, 1.0, 0.2], [0.0, 0.3, 0.1], [0.7, -0.3, 0.0], [-0.4, 0.3, -0.3], [0.3, -0.1, 0.3], [-0.4, -0.2, 0.1], [0.1, -0.3, -0.2], [-0.2, 0.5, -0.1], [0.0, -0.2, -0.1], [-0.1, 0.0, 0.0], [0.0, -0.1, -0.1], [-0.3, 0.2, 0.1], [-0.1, 0.2, 0.1], [0.2, 0.0, 0.1], [0.0, 0.0, -0.2], [0.1, -0.2, 0.1], [-0.2, 0.2, 0.0], [-0.4, -0.2, -0.3], [0.2, -0.1, 0.2], [-0.2, 0.3, 0.2], [0.3, 0.1, -0.1], [0.1, -0.4, -0.4], [-0.3, 0.1, 0.5], [0.1, -0.1, 0.0], [0.0, 0.1, 0.2], [0.1, -0.1, 0.0], [0.1, 0.2, 0.3], [-0.1, 0.2, 0.1], [0.0, 0.1, -0.2], [0.0, -0.2, 0.0], [0.2, 0.0, -0.3], [0.2, 0.2, 0.1], [0.3, -0.4, -0.3], [-0.2, 0.3, -0.1], [0.1, -0.1, 0.2], [-0.2, -0.1, 0.2], [0.0, -0.3, -0.3], [0.0, 0.5, 0.0], [-0.1, -0.2, -0.1], [-0.1, 0.0, 0.1], [-0.1, 0.0, -0.1], [-0.1, 0.3, 0.2], [0.1, 0.2, 0.1], [0.2, -0.1, 0.0], [-0.1, 0.0, -0.2], [0.0, -0.3, 0.0]], "total_charge": 1, "homo_ha": -0.44691, "e_tot_ev": -51311.631, "multiplicity": 1, "e_lumo_ev": -3.9}

Entry 3:
{"formula": "C19H35F7O11S2", "method": "ωB97M-V with the def2-TZVPD basis set", "species": ["O", "S", "O", "O", "C", "C", "C", "C", "S", "O", "O", "C", "F", "F", "C", "F", "F", "C", "F", "F", "F", "H", "H", "H", "H", "H", "H", "H", "C", "O", "C", "C", "O", "C", "C", "O", "C", "H", "H", "H", "H", "H", "H", "H", "H", "H", "H", "H", "H", "H", "H", "C", "O", "C", "C", "O", "C", "C", "O", "C", "H", "H", "H", "H", "H", "H", "H", "H", "H", "H", "H", "H", "H", "H"], "xyz": [[2.219293, 1.295031, -2.680839], [2.978285, 1.724656, -3.812213], [3.799041, 0.799272, -4.501059], [1.973502, 2.311877, -4.908826], [1.384608, 3.568943, -4.574197], [2.398623, 4.713641, -4.594144], [3.843818, 4.216814, -4.483387], [3.874208, 3.218795, -3.322716], [5.573522, 2.934979, -2.790991], [6.179694, 1.819484, -3.436312], [6.262213, 4.190923, -2.897211], [5.514516, 2.554597, -0.971039], [4.526321, 1.673174, -0.700458], [6.707490, 1.968002, -0.730359], [5.409066, 3.773280, -0.003777], [6.546502, 4.470456, 0.018862], [5.210849, 3.234088, 1.220098], [4.213616, 4.733299, -0.227531], [4.159608, 5.577793, 0.815022], [4.342615, 5.452403, -1.345200], [3.064701, 4.030554, -0.278514], [0.851639, 3.520740, -3.630826], [0.639968, 3.756495, -5.332848], [2.325765, 5.265346, -5.522271], [2.231521, 5.388291, -3.764653], [4.183313, 3.724457, -5.384454], [4.462369, 5.068250, -4.247402], [3.297246, 3.656000, -2.517726], [-4.257493, -0.041104, 2.244547], [-3.738594, -0.325498, 0.963771], [-4.599888, -0.025703, -0.119042], [-3.850563, 0.622473, -1.263252], [-3.390448, 1.941382, -1.020440], [-2.313919, 2.143519, -0.118293], [-0.965205, 1.642869, -0.589614], [-0.885964, 0.230371, -0.571071], [-0.208705, -0.330812, -1.681444], [-4.878700, -0.871648, 2.597098], [-3.409389, 0.076541, 2.919098], [-4.840387, 0.884931, 2.257374], [-5.420292, 0.627970, 0.194949], [-5.031515, -0.964571, -0.490150], [-4.558896, 0.722169, -2.089625], [-3.042804, -0.021901, -1.614020], [-2.546260, 1.757649, 0.875423], [-2.235437, 3.230099, -0.027634], [-0.198360, 2.037079, 0.091657], [-0.766537, 2.032421, -1.594683], [-0.452063, 0.198128, -2.607506], [-0.543037, -1.364372, -1.784594], [0.867964, -0.320406, -1.527133], [-1.218503, -7.016746, 5.478313], [-1.157411, -6.399199, 4.211677], [-2.049626, -6.931178, 3.249258], [-2.734634, -5.849641, 2.440013], [-3.689024, -5.074783, 3.145994], [-3.245061, -4.130780, 4.106787], [-2.540101, -2.915657, 3.543483], [-1.249670, -3.226719, 3.053149], [-0.914271, -2.563160, 1.847207], [-0.614857, -7.930476, 5.500234], [-0.815654, -6.313910, 6.207373], [-2.248974, -7.252612, 5.761982], [-2.811870, -7.559808, 3.721715], [-1.473069, -7.555443, 2.553683], [-3.312203, -6.358879, 1.664195], [-2.005592, -5.218451, 1.929700], [-2.647200, -4.605013, 4.886906], [-4.161484, -3.771625, 4.582484], [-2.424727, -2.177523, 4.350127], [-3.156556, -2.474225, 2.755172], [-1.768811, -2.501309, 1.167415], [-0.128798, -3.142400, 1.360947], [-0.539329, -1.553689, 2.041739]], "forces_ev_per_a": [[0.1, 0.4, 0.1], [-0.6, -0.9, 0.0], [0.1, 0.2, -0.2], [0.7, 0.0, 0.3], [-0.5, 0.7, -0.1], [0.6, -0.4, -0.3], [-0.5, -0.1, 0.3], [-0.1, -0.1, -0.4], [1.4, 0.4, -0.7], [-0.6, -0.3, 0.3], [-0.5, 0.1, 0.4], [0.2, -0.5, 0.2], [0.4, 0.5, -0.3], [-0.5, 0.3, 0.0], [-0.3, -0.3, 0.3], [-0.2, 0.0, -0.2], [0.1, 0.0, 0.0], [-0.1, 0.4, 0.7], [-0.1, -0.4, -0.6], [-0.2, -0.2, 0.2], [0.4, 0.4, -0.1], [0.1, -0.3, 0.3], [-0.2, -0.2, -0.2], [-0.2, 0.2, -0.1], [-0.3, 0.2, 0.1], [0.2, 0.0, -0.3], [0.4, 0.1, -0.1], [0.1, -0.2, 0.4], [0.0, -0.2, -0.1], [0.1, 0.3, 0.0], [0.1, -0.2, 0.0], [0.0, -0.1, -0.1], [0.0, 0.1, 0.0], [0.0, 0.1, 0.1], [0.1, -0.1, 0.2], [-0.3, 0.0, -0.3], [-0.1, -0.2, 0.2], [-0.1, 0.1, 0.1], [0.0, -0.1, 0.0], [0.0, 0.0, -0.1], [0.0, 0.0, 0.1], [-0.1, 0.1, 0.0], [0.0, 0.0, 0.0], [0.1, 0.0, 0.2], [0.0, -0.2, 0.0], [0.0, 0.0, 0.0], [0.0, 0.2, -0.1], [0.0, 0.0, 0.0], [0.1, 0.0, 0.0], [0.0, 0.0, 0.1], [0.1, 0.0, -0.1], [0.1, 0.0, -0.1], [-0.3, 0.2, 0.1], [0.2, 0.0, -0.1], [0.0, 0.1, -0.1], [-0.1, 0.0, 0.0], [0.0, 0.0, 0.1], [0.3, 0.1, 0.1], [-0.2, -0.2, -0.3], [0.1, 0.0, 0.1], [-0.1, -0.1, 0.1], [0.1, 0.0, 0.0], [0.0, 0.0, 0.0], [0.0, 0.0, 0.1], [-0.1, -0.1, 0.0], [0.0, 0.0, 0.0], [0.1, 0.0, 0.2], [0.2, 0.0, -0.1], [0.0, 0.0, 0.0], [-0.2, 0.0, 0.0], [0.0, 0.0, 0.0], [0.0, 0.1, 0.0], [0.1, 0.0, 0.1], [-0.1, 0.0, -0.1]], "homo_ha": -0.32696, "e_tot_ev": -83480.417, "multiplicity": 1, "e_lumo_ev": 0.3}

Number 1: orbital gap 7.4 eV. Number 2: orbital gap 8.3 eV. Number 3: orbital gap 9.2 eV.